(1)
Below is a single C17H30N2 molecule, with properties calculated with ωB97M-V/def2-TZVPD.

HOMO energy ... -7.66 eV
ΔE to the lowest compared entry with this formula, charge and spin ... 82.82 kJ/mol
Kohn-Sham gap ... 8.4 eV
Net charge ... 0
Structure (SMILES) ... CCCCCCCCCCCCn1ccc(=N)cc1

CARTESIAN COORDINATES (ANGSTROEM)
1 N -0.98623 1.60405 -4.19121
2 N -3.60131 2.21187 -1.06757
3 C 3.40636 -1.56023 -0.33707
4 C -3.50021 2.17819 1.41439
5 C 5.53382 -1.91097 2.89704
6 C 2.19938 -2.29771 -0.91904
7 C 0.40377 -0.75570 0.04176
8 C 5.12436 -1.41890 1.51411
9 C -3.64324 1.03844 -1.76262
10 C -1.83739 1.75166 -3.24717
11 C 3.82722 -2.06986 1.03940
12 C -1.86667 2.99083 -2.49790
13 C -2.70965 3.17085 -1.46760
14 C -4.35002 2.38836 0.15159
15 C -2.83196 0.78662 -2.80521
16 C -1.47197 0.72874 0.85082
17 C 0.91514 -2.18760 -0.09570
18 C -2.85891 0.78803 1.49262
19 C -0.95359 -0.70238 0.73855
20 H 3.04195 -1.86019 1.76783
21 H 2.45303 -3.35600 -1.02326
22 H -1.18231 3.76741 -2.79507
23 H 0.14492 -2.78772 -0.58773
24 H -2.90967 -0.15353 -3.33173
25 H -2.76699 0.49354 2.54023
26 H 4.99467 -0.33424 1.53843
27 H 6.46028 -1.43790 3.21459
28 H -5.18019 1.67728 0.15172
29 H 1.11778 -0.16034 0.61288
30 H 2.00565 -1.90491 -1.92016
31 H 4.24444 -1.68571 -1.02773
32 H 3.19325 -0.49157 -0.28010
33 H 0.31433 -0.30684 -0.95052
34 H 5.68403 -2.98855 2.88916
35 H -2.73357 4.08882 -0.89827
36 H -4.76844 3.40070 0.16686
37 H -3.51337 0.05811 1.01098
38 H -2.71757 2.93798 1.45599
39 H -0.87267 -1.14475 1.73472
40 H 3.96254 -3.15354 0.99755
41 H 4.76234 -1.67953 3.62865
42 H -1.67158 -1.29857 0.16947
43 H -4.38013 0.32229 -1.42569
44 H -1.49424 1.16382 -0.14795
45 H 5.92165 -1.63917 0.80040
46 H 1.07276 -2.61513 0.89621
47 H -4.15805 2.33161 2.27199
48 H -0.77572 1.32158 1.44904
49 H -1.04799 0.70074 -4.65770



(2)
Below is C17H30NO2P2ScTe as an isolated structure, with properties calculated with ωB97M-V/def2-TZVPD.

HOMO energy ... -7.21 eV
Kohn-Sham gap ... 6.2 eV
Net charge ... 0

CARTESIAN COORDINATES (ANGSTROEM)
1 Te -0.44990 1.15710 2.59240
2 Sc 0.00000 0.00000 0.00000
3 P -2.29890 0.02560 -0.18970
4 P 2.28010 -0.31330 -0.34110
5 O -0.82080 2.67320 -2.59570
6 O 1.83710 2.21870 -2.88590
7 N -0.11350 -0.70910 -2.05180
8 C -1.41660 -1.36440 -3.96850
9 C -0.16080 -0.29910 4.09040
10 C 3.08370 -1.71850 0.54870
11 C 1.23620 -1.87900 5.27970
12 C 1.00010 -1.27880 -4.11910
13 C -0.22660 -1.50190 -4.71760
14 C 0.20410 -2.10030 6.19890
15 C 1.05650 -0.97520 4.22550
16 C 3.39700 1.10050 0.05910
17 C 2.30790 -0.56330 -2.10150
18 C -2.53620 -0.99570 -1.73020
19 C -3.34170 -0.78150 1.08940
20 C -1.31260 -0.99120 -2.62880
21 C -1.01220 -1.42200 6.06150
22 C -1.19190 -0.52230 5.00870
23 C -3.13400 1.62220 -0.54440
24 C 1.07860 -0.86850 -2.74880
25 H 4.44400 0.85950 -0.19720
26 H -3.24580 -0.20060 2.02200
27 H -2.39550 -1.57260 -4.40770
28 H 0.34600 -2.79110 7.01810
29 H -0.12460 -1.52770 0.44060
30 H -0.71290 3.56650 -2.22250
31 H 3.24010 -0.82340 -2.62010
32 H 1.93130 -1.40460 -4.67980
33 H 1.86180 -0.78630 3.53120
34 H -3.44330 -0.70230 -2.28630
35 H 3.06230 -1.52190 1.63460
36 H 0.12310 2.43090 -2.81640
37 H -1.80720 -1.58440 6.77610
38 H -2.69360 -2.03310 -1.37490
39 H -2.59780 2.08120 -1.39350
40 H 3.32450 1.33300 1.13510
41 H 2.04580 1.26540 -2.62150
42 H -0.27560 -1.80430 -5.76970
43 H 2.18470 2.28110 -3.79360
44 H 2.17950 -2.39840 5.39050
45 H 4.12840 -1.84860 0.21590
46 H 0.33420 1.34120 -0.05470
47 H -0.10040 1.26610 -0.75520
48 H -4.40240 -0.83230 0.78850
49 H -2.12730 0.01570 4.91750
50 H 2.51130 -2.63520 0.33610
51 H -4.20130 1.47680 -0.78660
52 H -3.04170 2.27400 0.34130
53 H 3.07200 1.97160 -0.53300
54 H -2.95060 -1.79490 1.27540



(3)
Below is a 2-piece molecular cluster, C17H30O6 overall, with properties calculated with ωB97M-V/def2-TZVPD.

HOMO energy ... -9.11 eV
Kohn-Sham gap ... 9.2 eV
Net charge ... 0
Structure (SMILES) ... CC(C)[C@H](C)CO[C@@]1(CCC(=O)O)COC(=O)C1.C1CCOC1

CARTESIAN COORDINATES (ANGSTROEM)
1 O -5.07314 0.00881 6.40078
2 O -2.24651 0.13143 -4.89574
3 O -0.66900 -1.18047 1.22316
4 O -2.50247 0.36490 1.55214
5 O 1.50210 0.47530 -1.03969
6 O -3.44846 -1.65525 -4.13807
7 C -0.45863 0.96101 0.20639
8 C 4.35059 -0.55937 -1.27956
9 C 5.95352 -0.45722 -1.55292
10 C -0.88279 0.19006 -2.13858
11 C -5.42455 1.33885 5.99805
12 C 2.05805 0.31726 -2.36578
13 C -1.42382 -1.20608 -2.77719
14 C -4.24158 0.36367 4.21070
15 C 0.15914 -0.03075 -0.93752
16 C 3.97549 -2.10615 -1.56336
17 C -1.39972 0.03870 1.10096
18 C 0.02350 -1.38476 -0.04466
19 C -2.45590 -0.93703 -3.96454
20 C 3.67049 0.42980 -2.35486
21 C -4.50068 1.70887 4.85345
22 C 4.19654 1.92228 -2.08227
23 C -4.19790 -0.55655 5.41464
24 H -0.53814 0.90765 -2.94755
25 H -4.93638 2.44402 4.17481
26 H 4.15189 -0.25730 -0.20186
27 H -3.33006 0.32965 3.61637
28 H 1.70428 1.22965 -2.97662
29 H 4.60427 -2.77135 -0.87340
30 H 4.72763 2.00787 -1.06727
31 H 5.01267 2.14778 -2.86210
32 H -5.33048 2.01696 6.84955
33 H 6.13742 0.00230 -2.59253
34 H 1.09153 -1.61657 0.27643
35 H 6.43139 -1.49300 -1.56314
36 H -0.95714 1.91688 -0.16252
37 H 6.41860 0.20132 -0.75251
38 H -0.58360 -1.92044 -3.04900
39 H 4.04264 0.12787 -3.38826
40 H 3.38562 2.71770 -2.10808
41 H -3.19124 -0.59908 5.84513
42 H -3.56432 2.11864 5.24640
43 H -4.51861 -1.57347 5.17823
44 H -0.30571 -2.33841 -0.56647
45 H -1.39888 -0.07076 -5.35899
46 H -1.82188 0.66834 -1.67627
47 H -6.47147 1.32636 5.67597
48 H 1.74651 -0.63120 -2.91106
49 H 2.85731 -2.32037 -1.40851
50 H -5.08243 0.09322 3.56368
51 H 4.29323 -2.39229 -2.62979
52 H -2.04303 -1.68414 -1.93348
53 H 0.50411 1.23482 0.77735



| no. | maximum force (eV/Å) |
| --- | --- |
| 1 | 0.7 |
| 2 | 16.6 |
| 3 | 4.5 |